Record 1
C46H72ClF18N2O10P3 | ωB97M-V/def2-TZVPD

Geometry as XYZ:
```
152
Properties=species:S:1:pos:R:3:forces:R:3
C -7.308 -10.244 -0.232 0.123 0.269 0.371
C -7.866 -11.548 0.315 1.176 -0.231 0.596
C -7.569 -12.676 -0.668 -1.187 0.978 -0.810
N -7.705 -14.055 -0.156 0.263 -1.150 1.379
C -6.573 -14.464 0.756 -0.713 0.257 -0.029
C -7.762 -15.053 -1.269 -0.373 -0.392 -0.985
C -9.225 -15.204 -1.554 -0.943 0.591 -1.051
C -9.929 -15.144 -0.216 0.261 -1.250 0.213
C -8.995 -14.285 0.628 -1.010 0.532 -0.026
H -7.815 -10.011 -1.168 0.309 0.164 -0.152
H -6.222 -10.278 -0.338 -0.067 -0.216 -0.451
H -7.456 -9.422 0.471 -0.360 -0.043 -0.043
H -8.921 -11.391 0.519 -0.127 -0.325 -0.036
H -7.353 -11.793 1.255 -0.261 0.237 0.124
H -6.594 -12.556 -1.136 0.148 -0.207 0.228
H -8.292 -12.548 -1.481 0.201 -0.360 -0.034
H -6.657 -13.860 1.656 0.380 0.159 -0.028
H -5.631 -14.354 0.229 0.117 -0.024 0.040
H -6.798 -15.494 1.026 0.362 -0.116 -0.036
H -7.351 -16.008 -0.943 0.307 0.176 0.109
H -7.278 -14.636 -2.151 0.424 -0.174 0.194
H -9.475 -16.076 -2.157 0.233 -0.201 0.207
H -9.523 -14.359 -2.184 -0.112 -0.031 0.163
H -9.995 -16.146 0.217 0.247 0.028 -0.020
H -10.964 -14.816 -0.285 0.132 0.541 0.014
H -8.768 -14.747 1.581 0.203 -0.052 -0.006
H -9.467 -13.327 0.805 0.222 0.206 0.154
C -7.162 -18.128 -3.818 -0.351 1.319 0.094
C -8.141 -18.083 -4.986 0.408 -1.301 0.186
C -7.631 -17.155 -6.055 -0.783 0.461 -0.347
N -8.537 -17.109 -7.251 0.058 -0.463 -0.815
C -8.459 -18.378 -8.063 -0.846 0.881 -0.385
C -8.193 -15.930 -8.168 0.054 0.056 0.910
C -9.494 -15.192 -8.365 -0.137 1.333 -1.065
C -10.601 -16.157 -8.019 -0.242 0.615 0.087
C -9.980 -16.899 -6.860 -0.595 -0.033 -0.281
H -6.144 -18.379 -4.116 -0.094 -0.357 -0.022
H -7.521 -18.739 -2.996 0.182 -0.166 -0.029
H -7.109 -17.094 -3.442 0.063 -0.182 0.210
H -9.138 -17.825 -4.634 0.036 0.299 0.036
H -8.239 -19.110 -5.362 -0.011 0.127 -0.199
H -6.646 -17.441 -6.423 0.059 0.024 0.072
H -7.632 -16.112 -5.729 0.305 -0.103 0.392
H -9.205 -18.238 -8.849 -0.090 -0.328 0.028
H -8.725 -19.203 -7.423 0.247 -0.354 -0.121
H -7.523 -18.439 -8.611 0.335 -0.191 0.520
H -7.748 -16.325 -9.074 0.012 0.037 -0.098
H -7.509 -15.313 -7.591 0.340 0.020 -0.314
H -9.564 -14.725 -9.350 -0.049 -0.628 -0.309
H -9.554 -14.299 -7.738 0.139 -0.314 0.580
H -10.923 -16.810 -8.822 0.281 -0.162 -0.331
H -11.487 -15.592 -7.727 -0.009 -0.208 0.251
H -10.489 -17.849 -6.745 0.283 -0.214 0.596
H -10.002 -16.279 -5.966 0.016 -0.123 0.141
P -8.328 -12.661 -4.656 -0.709 -0.918 -0.241
F -7.398 -13.282 -5.825 -0.048 0.040 0.058
F -7.119 -12.863 -3.587 0.264 0.006 -0.072
F -7.843 -11.184 -4.987 0.331 0.337 0.043
F -9.257 -12.115 -3.442 -0.143 0.258 0.192
F -9.559 -12.492 -5.686 0.065 -0.074 -0.028
F -8.868 -14.183 -4.299 0.367 0.226 -0.282
P -9.293 -22.288 -7.002 -1.513 -1.174 0.574
F -10.314 -21.020 -6.799 0.300 0.433 -0.300
F -10.324 -23.146 -6.065 0.008 0.231 0.003
F -10.097 -22.726 -8.329 -0.101 0.103 0.019
F -8.411 -23.631 -7.100 0.768 0.453 -0.306
F -8.314 -21.398 -7.908 0.402 -0.020 -0.094
F -8.483 -21.809 -5.684 0.276 0.081 0.105
P -10.106 -17.319 -12.528 0.061 0.038 0.231
F -8.862 -17.334 -11.455 -0.052 0.059 0.184
F -9.757 -18.838 -12.925 -0.006 0.186 0.027
F -11.105 -17.840 -11.336 0.135 0.071 -0.238
F -11.325 -17.302 -13.580 -0.056 0.028 0.118
F -10.444 -15.788 -12.085 -0.038 0.014 0.073
F -9.102 -16.742 -13.654 0.077 -0.130 -0.127
Cl -7.978 -18.793 0.411 -0.296 -0.269 -0.295
O -6.823 -18.672 -0.463 -0.042 0.179 0.171
O -8.075 -17.598 1.245 0.187 0.063 -0.029
O -9.174 -18.891 -0.398 0.219 0.130 0.103
O -7.845 -19.965 1.237 0.051 0.331 -0.026
C -11.788 -20.182 -9.742 0.502 0.906 1.081
O -13.031 -20.470 -10.364 -0.336 0.252 0.418
C -13.103 -20.622 -11.683 -0.442 -0.170 1.033
O -12.211 -20.778 -12.433 1.021 -0.058 -1.025
O -14.386 -20.649 -12.074 -0.570 -0.026 -0.471
C -15.433 -20.685 -11.117 -0.309 -0.081 0.001
H -10.915 -20.291 -10.376 -0.153 -0.527 -0.162
H -11.748 -20.710 -8.792 0.188 -0.701 -0.397
H -11.771 -19.138 -9.409 -0.324 0.133 -0.459
H -15.384 -19.866 -10.402 0.141 -0.039 0.006
H -15.456 -21.644 -10.595 0.163 0.107 0.105
H -16.360 -20.601 -11.684 0.098 0.054 -0.082
C -6.924 -23.183 0.229 1.300 -0.547 0.856
O -7.726 -22.495 -0.677 0.060 -0.252 -0.463
C -9.053 -22.586 -0.592 0.003 0.458 -0.335
O -9.691 -23.104 0.276 0.034 -0.429 0.446
O -9.618 -22.000 -1.629 -0.864 -0.008 -0.248
C -8.852 -21.413 -2.674 0.637 0.269 -0.216
H -6.504 -22.480 0.950 -0.135 0.022 0.016
H -6.089 -23.631 -0.321 -0.088 0.279 -0.165
H -7.366 -24.021 0.771 -0.678 0.336 -0.166
H -8.078 -20.773 -2.254 -0.080 0.092 -0.050
H -9.533 -20.839 -3.294 -0.168 0.036 0.164
H -8.387 -22.147 -3.332 -0.095 -0.237 0.224
C -6.156 -10.703 -11.099 0.084 0.673 0.352
C -6.609 -9.593 -10.383 0.390 -0.537 -0.560
C -7.507 -9.781 -9.352 0.139 0.691 0.981
C -7.933 -11.044 -8.993 -0.025 -0.409 -0.395
C -7.489 -12.137 -9.727 -0.686 -0.012 0.670
C -6.593 -11.967 -10.753 0.319 -0.325 -0.886
H -5.424 -10.550 -11.884 -0.084 -0.157 -0.077
H -6.208 -8.621 -10.645 -0.198 0.095 0.141
H -7.773 -8.942 -8.712 -0.176 -0.001 -0.256
H -8.611 -11.229 -8.172 -0.007 0.244 0.120
H -7.910 -13.096 -9.455 0.311 -0.188 -0.185
H -6.250 -12.809 -11.344 -0.050 -0.087 0.149
C -3.862 -20.141 -3.579 -0.536 -0.483 0.238
C -4.752 -21.204 -3.688 -0.284 -0.103 -0.075
C -4.701 -22.262 -2.788 0.315 -0.117 -0.467
C -3.727 -22.283 -1.807 -0.267 0.046 0.489
C -2.830 -21.232 -1.677 -0.175 -0.433 -0.403
C -2.893 -20.185 -2.588 0.553 0.624 0.279
H -4.023 -19.281 -4.215 0.449 0.020 -0.080
H -5.500 -21.218 -4.474 -0.021 0.092 0.077
H -5.361 -23.112 -2.893 -0.200 0.128 -0.002
H -3.736 -23.100 -1.095 0.205 0.014 -0.021
H -2.086 -21.284 -0.892 0.077 0.252 -0.052
H -2.172 -19.376 -2.506 -0.161 -0.005 0.020
C -3.938 -15.010 -2.347 0.128 0.051 -0.420
C -2.923 -14.437 -1.595 0.211 -0.185 0.670
C -2.382 -15.150 -0.522 -0.446 0.194 -0.100
C -2.927 -16.382 -0.165 0.136 0.487 0.137
C -3.990 -16.910 -0.883 -0.671 -0.276 0.078
C -4.479 -16.247 -2.005 0.522 0.737 -0.037
H -4.280 -14.503 -3.244 -0.213 0.069 0.173
H -2.591 -13.418 -1.753 0.101 -0.110 -0.370
H -1.603 -14.690 0.076 0.023 -0.128 0.001
H -2.569 -16.859 0.741 -0.030 -0.186 -0.152
H -4.524 -17.782 -0.514 0.232 -0.125 -0.189
H -5.284 -16.590 -2.635 -0.069 -0.494 0.293
C -13.588 -17.582 -6.063 0.206 0.096 0.147
C -13.297 -16.735 -4.999 -0.185 -0.009 0.172
C -12.464 -17.172 -3.974 -0.198 0.039 0.087
C -11.900 -18.440 -4.022 0.169 -0.001 -0.077
C -12.193 -19.291 -5.080 -0.601 -0.260 0.276
C -13.091 -18.876 -6.061 0.455 0.094 -0.508
H -14.154 -17.240 -6.920 -0.246 0.029 0.174
H -13.784 -15.769 -4.920 0.217 0.072 -0.138
H -12.296 -16.546 -3.104 0.094 0.067 -0.114
H -11.234 -18.772 -3.231 -0.068 0.016 0.000
H -11.805 -20.300 -5.082 0.112 0.054 -0.171
H -13.355 -19.505 -6.905 0.171 -0.213 0.166
```
Positions in Å, forces in eV/Å.

Values from the calculation:
Net charge: -2
Frontier orbital gap (eV): 8.887
Strongest force on any atom (hartree/bohr): 0.039

***

Record 2
C46H72O11S5 | ωB97M-V/def2-TZVPD

Geometry as XYZ:
```
134
Properties=species:S:1:pos:R:3:forces:R:3
C 0.789 22.424 -13.874 0.560 0.664 0.590
S 1.891 21.536 -12.734 0.176 -0.494 -0.497
O 2.955 22.528 -12.382 -0.529 -0.214 0.206
C 0.675 21.389 -11.402 -0.475 0.636 -0.105
H -0.178 21.944 -13.983 0.043 -0.147 -0.218
H 1.341 22.577 -14.799 -0.111 -0.453 -0.181
H 0.687 23.440 -13.478 -0.237 -0.141 0.216
H 0.352 22.422 -11.255 -0.145 -0.136 0.465
H 1.012 20.920 -10.483 0.614 0.213 -0.092
H -0.176 20.787 -11.727 0.107 0.098 -0.379
C 4.215 23.899 -23.186 0.018 -0.057 -0.237
S 2.676 23.556 -24.113 1.452 0.482 -0.785
O 2.286 24.885 -24.676 -0.395 -0.155 0.402
C 3.569 22.766 -25.530 -1.069 0.135 0.911
H 3.999 24.606 -22.389 -0.090 -0.015 0.005
H 4.907 24.340 -23.902 -0.074 0.174 0.022
H 4.688 23.004 -22.777 -0.253 -0.105 0.017
H 4.277 22.055 -25.116 0.027 -0.215 -0.313
H 4.021 23.570 -26.101 0.175 0.109 0.159
H 2.764 22.324 -26.111 0.259 -0.337 -0.166
C 2.623 27.501 -14.153 0.578 0.376 -0.924
S 4.344 26.976 -13.856 -1.623 -0.102 0.543
O 4.618 27.372 -12.447 0.443 -0.070 -0.051
C 3.913 25.214 -13.843 0.573 -0.196 -0.221
H 2.585 28.582 -14.294 0.187 0.003 0.139
H 1.957 27.230 -13.341 0.113 -0.344 0.055
H 2.366 27.040 -15.110 -0.397 -0.104 0.200
H 4.825 24.748 -13.464 -0.190 -0.257 0.057
H 3.727 24.840 -14.852 0.205 0.266 -0.118
H 3.062 24.935 -13.225 0.107 0.376 0.317
C 1.473 27.728 -18.229 -0.155 1.068 -0.239
S 0.305 29.106 -18.002 0.710 -0.383 1.279
O -0.704 28.402 -17.140 -0.452 0.331 -0.409
C 1.267 30.082 -16.790 -0.415 0.700 0.399
H 2.425 27.990 -18.688 -0.201 0.056 -0.419
H 0.803 27.141 -18.849 0.626 -0.703 -0.005
H 1.690 27.320 -17.247 -0.437 -0.266 0.044
H 0.572 30.178 -15.952 0.072 -0.443 0.062
H 1.459 31.130 -17.034 0.147 -0.260 -0.674
H 2.183 29.593 -16.473 -0.005 -0.128 -0.064
C 7.701 25.624 -15.278 0.262 -0.409 0.082
S 7.069 24.172 -16.175 0.346 0.484 -0.815
O 5.773 24.616 -16.785 0.259 -0.161 0.475
C 8.243 24.350 -17.580 -0.240 0.616 0.604
H 8.728 25.529 -14.917 0.014 -0.416 -0.209
H 7.082 25.742 -14.392 -0.238 0.338 -0.189
H 7.676 26.440 -15.995 -0.394 0.274 0.255
H 8.249 25.421 -17.784 -0.072 -0.030 -0.176
H 7.813 23.840 -18.436 0.124 -0.324 0.068
H 9.261 24.064 -17.324 -0.076 -0.379 -0.031
C 4.721 20.801 -14.996 -0.608 0.918 0.772
C 4.320 19.949 -15.994 0.417 -0.521 -0.922
C 5.278 19.178 -16.667 -0.569 0.433 0.808
C 6.584 19.191 -16.194 0.008 -0.205 -0.225
C 6.944 19.963 -15.086 0.180 0.237 -0.980
C 6.024 20.840 -14.535 0.461 -0.405 -0.163
H 4.026 21.509 -14.552 -0.060 -0.188 -0.020
H 3.299 19.885 -16.351 -0.081 0.276 0.198
H 4.922 18.627 -17.526 0.422 -0.297 -0.027
H 7.343 18.630 -16.726 0.037 -0.113 0.117
H 7.995 19.992 -14.828 -0.060 -0.031 0.314
H 6.344 21.564 -13.799 -0.187 -0.071 0.147
C 3.741 22.739 -18.542 -0.761 0.292 -0.899
C 3.341 23.089 -19.821 -0.160 0.208 -1.233
C 2.299 24.000 -20.078 0.302 -1.458 1.679
C 1.546 24.361 -18.968 -0.508 1.160 -0.693
C 1.890 24.048 -17.650 -0.127 0.079 -1.471
C 3.037 23.302 -17.488 0.527 -0.401 1.647
H 4.504 21.983 -18.421 0.248 0.252 0.317
H 3.789 22.652 -20.711 0.359 -0.105 0.323
H 1.978 24.210 -21.086 0.058 0.240 -0.096
H 0.696 25.006 -19.185 -0.172 -0.227 0.352
H 1.219 24.371 -16.863 0.392 0.101 0.279
H 3.427 23.160 -16.480 -0.172 -0.280 -0.128
C -0.497 21.381 -17.049 -0.377 -1.256 -0.115
C 0.225 20.462 -17.796 1.242 -0.113 -0.299
C -0.345 19.306 -18.297 -1.351 0.065 0.130
C -1.684 19.026 -18.006 0.659 -0.051 -0.775
C -2.411 19.892 -17.213 -0.498 0.334 0.573
C -1.833 21.066 -16.767 1.388 0.765 0.737
H 0.024 22.197 -16.576 -0.196 0.320 -0.152
H 1.295 20.592 -17.950 -0.143 0.332 -0.064
H 0.142 18.592 -18.946 0.521 0.169 0.120
H -2.074 18.145 -18.502 -0.453 -0.033 0.460
H -3.403 19.690 -16.825 -0.078 -0.289 -0.461
H -2.265 21.722 -16.019 -0.716 -0.162 -0.252
C 8.117 20.026 -20.097 -0.393 -0.030 0.099
C 8.623 20.318 -21.354 0.226 0.158 0.281
C 7.777 20.652 -22.411 0.863 -1.429 0.141
C 6.413 20.444 -22.270 -0.080 1.681 0.263
C 5.881 20.293 -20.983 0.536 -0.590 -1.140
C 6.744 20.059 -19.918 -1.212 0.323 0.140
H 8.728 19.778 -19.238 0.237 0.050 -0.207
H 9.693 20.269 -21.527 -0.047 0.207 0.054
H 8.313 20.847 -23.334 -0.630 0.144 -0.270
H 5.753 20.657 -23.106 -0.019 -0.254 -0.002
H 4.801 20.278 -20.912 0.003 -0.058 0.456
H 6.252 19.939 -18.959 0.497 -0.124 0.153
O -2.861 26.098 -24.422 -1.127 -1.005 -0.939
C -2.002 26.467 -23.707 1.486 1.060 -0.091
O -2.280 27.193 -22.611 -0.611 0.345 0.831
C -1.137 27.723 -21.974 0.928 0.679 0.180
C 0.089 27.075 -22.632 -0.249 -0.417 -1.195
C -0.496 26.414 -23.903 -0.057 -0.599 0.646
H -1.247 27.626 -20.894 0.099 -0.561 -0.001
H -1.040 28.807 -22.105 -0.562 -0.019 -0.377
H 0.577 26.313 -22.031 0.161 0.189 0.195
H 0.787 27.798 -23.044 0.348 0.164 0.837
H -0.132 25.396 -24.023 -0.185 -0.082 -0.037
H -0.213 26.910 -24.829 -0.187 0.205 0.008
O -4.126 22.038 -22.594 0.318 -0.244 0.167
C -2.997 22.038 -22.192 -0.527 0.341 -0.275
O -2.313 20.909 -21.908 -0.175 -0.318 0.469
C -0.990 21.237 -21.478 0.681 0.504 -0.311
C -1.049 22.694 -20.993 -1.151 0.001 -0.576
C -2.113 23.250 -21.964 0.065 -0.634 -0.170
H -0.365 21.114 -22.374 0.218 0.152 0.295
H -0.631 20.583 -20.689 -0.334 -0.306 -0.075
H -0.097 23.206 -20.987 0.112 -0.029 -0.037
H -1.490 22.705 -19.994 0.272 0.015 0.153
H -1.709 23.455 -22.963 0.124 0.259 0.152
H -2.775 24.057 -21.668 0.322 0.257 0.199
O -0.162 25.350 -15.224 -0.154 0.173 -0.276
C -1.339 25.582 -15.331 0.201 -1.015 -0.006
O -2.068 25.899 -14.247 -0.259 0.964 0.336
C -3.459 26.053 -14.598 -0.043 -1.373 -0.559
C -3.457 26.194 -16.117 -1.675 -0.608 -0.072
C -2.253 25.386 -16.561 0.895 1.534 1.145
H -4.043 26.794 -14.062 0.789 0.501 0.203
H -3.917 25.091 -14.329 -0.055 0.096 -0.059
H -3.469 27.228 -16.453 0.438 0.026 0.032
H -4.401 25.744 -16.446 0.149 0.189 -0.280
H -1.740 25.851 -17.397 -0.015 -0.372 -0.280
H -2.420 24.318 -16.661 -0.087 -0.083 -0.248
```
Positions in Å, forces in eV/Å.

Values from the calculation:
Net charge: 0
Frontier orbital gap (eV): 8.892
Strongest force on any atom (hartree/bohr): 0.044